# C62H148Cl2N18O18P6

A cluster of 13 separate species, C62H148Cl2N18O18P6 in total (the ωB97M-V functional and the def2-TZVPD basis, the OMol25 dataset).

Geometry as XYZ:
```
254
Properties=species:S:1:pos:R:3:forces:R:3:lowdin_charge:R:1
O 5.56912 4.07354 1.99872 4.2 -4.0 1.1 0.05
H 6.70800 4.01583 -7.96631 -1.0 1.1 -0.4 0.07
H 2.21053 1.32948 5.77070 0.1 -0.1 0.0 0.06
C -9.58947 -0.59144 -0.83625 -0.5 -0.7 -0.8 0.00
C -2.14066 0.40457 8.33841 0.3 0.5 0.6 -0.13
C 4.87078 5.10369 2.24317 -2.6 1.7 -0.8 -0.62
H -3.10567 4.91359 -6.16095 0.0 0.0 -0.2 0.07
H -1.93495 4.06439 -2.71082 0.0 0.8 -0.1 0.05
H 5.12781 -1.80283 -0.21614 0.5 -0.1 0.0 0.06
C -2.41162 -0.30321 1.07423 1.0 -0.4 -0.1 -0.06
H 4.55964 2.52598 1.20428 -0.4 0.0 -0.2 0.11
O 1.26049 -4.70550 -3.59160 0.1 -0.4 -0.8 0.02
H 4.55574 -3.23803 0.63716 0.3 -0.3 -0.1 0.09
H 3.30379 -5.08417 -1.59584 0.9 0.1 -0.4 0.07
H 1.02920 -4.97855 -1.66486 0.4 -0.6 0.5 0.10
H 1.86919 -3.32080 2.14187 0.1 0.1 0.0 0.08
H 4.99636 -5.39237 -0.26793 0.5 0.2 0.8 0.08
N 5.97351 4.75047 -5.24743 0.9 1.0 -0.2 -0.30
C 7.91569 -0.71870 -2.71223 -0.4 -1.5 0.6 -0.10
H -9.36552 -3.40159 -0.53422 0.1 -0.1 0.0 0.07
H -2.43347 0.15676 4.86137 0.3 -0.4 -0.3 0.07
C 1.50329 -5.56389 -2.45272 0.4 -0.3 -0.9 -0.11
H -3.01369 3.93391 1.99150 0.6 0.1 0.9 0.13
H 2.05534 -9.06234 5.01242 -0.1 0.3 0.5 0.13
C -4.73663 -1.86135 3.75960 -0.1 1.5 -1.3 -0.13
C 2.32813 -4.66889 -4.39238 0.9 3.8 -4.4 -0.45
H 1.86443 -1.69997 2.89250 0.4 0.2 -0.3 0.06
H -4.49802 3.32989 -7.10990 -0.4 0.2 -0.1 0.06
C 5.80980 -4.93287 -0.82942 -0.2 0.4 -1.3 -0.11
N 4.90270 2.46589 -4.28988 -0.6 0.0 -0.6 -0.26
C 3.04903 -5.73906 -2.42909 -0.3 0.3 0.8 -0.12
C 5.22495 -2.15005 -5.18040 1.6 -0.8 0.4 -0.10
C -6.71473 -0.87828 4.82273 -0.1 -0.7 -0.6 -0.07
C 1.56799 -2.55155 8.30468 0.4 1.0 1.1 -0.16
C 3.37453 2.61302 -4.49784 2.3 0.1 -0.3 -0.08
C 6.09452 3.13951 -8.17558 1.9 -0.3 2.3 -0.11
H -5.25266 4.43551 7.38924 -0.3 -0.4 0.7 0.07
C 5.02756 1.28567 -6.96662 0.6 1.4 0.2 -0.09
C 2.44101 -8.04286 5.01679 0.2 2.1 -0.6 -0.05
N -6.68549 -1.67133 -2.10566 -0.2 -0.6 1.1 -0.23
C -2.51240 1.18910 4.52057 -0.7 -0.9 -0.3 -0.13
C 1.94496 -5.70168 4.38047 -0.3 -0.2 -0.5 -0.20
H -10.17474 0.96120 -2.88990 0.7 0.0 0.3 0.11
H -4.73443 -0.58466 5.55240 0.4 -0.1 -0.3 0.08
O 4.92448 5.71207 3.25221 0.4 1.2 1.9 0.13
N 7.16896 -1.73995 -1.88977 -0.4 0.4 0.8 -0.29
H -1.71010 1.44079 3.82699 -0.1 -0.4 -0.1 0.06
C -4.48972 0.27567 8.70744 -0.7 1.2 -0.1 -0.11
C -5.93308 -0.41687 -2.31847 -0.6 0.5 -1.0 -0.08
H -4.01603 5.53265 7.82755 0.5 0.1 -0.2 0.07
H -4.06874 -0.50779 9.33757 -0.7 -0.4 -0.4 0.09
H 3.32492 -7.90246 5.63897 0.3 -0.6 -0.2 0.13
H 6.97188 2.57801 -8.49659 -0.4 -1.0 -0.7 0.08
H 6.71444 6.50959 -4.35641 -0.3 0.0 0.3 0.08
H 8.85993 -1.13332 -3.06524 -0.1 -0.3 -0.6 0.08
H 8.43144 -2.96271 -0.68774 0.7 0.5 0.5 0.08
H -2.12529 -0.63153 8.67657 0.1 -0.3 -0.5 0.08
H -4.55043 4.57784 9.15380 -1.1 0.1 -0.1 0.07
H 7.13651 -2.20482 0.27725 -0.3 -0.3 -0.3 0.05
P 6.21926 -2.94265 -2.68329 -1.1 1.9 2.5 0.58
H -2.20168 3.91154 -0.67029 0.0 0.3 0.0 0.11
C -5.31099 -1.37706 5.07512 0.4 -0.6 1.7 -0.15
H 4.38389 -1.69208 -5.70096 0.1 0.0 0.4 0.09
H -0.01551 1.56711 -4.65082 0.7 -0.2 0.2 0.06
H -1.98866 0.98368 9.24925 0.7 -0.1 0.1 0.06
C -9.42499 -4.05029 -1.40815 -1.1 -0.7 0.1 -0.13
H 3.94903 6.35371 0.71722 -0.1 0.0 0.4 0.13
H -8.15353 -5.89591 -2.94847 -0.3 0.5 0.2 0.10
H -9.28782 -5.08979 -1.11027 0.3 0.2 0.4 0.09
H -1.00452 4.57131 2.85706 1.2 -0.1 0.9 0.13
Cl 3.95269 0.04187 4.71822 -0.2 0.5 0.2 0.52
H -4.66333 -2.88936 3.40476 0.1 -0.4 1.2 0.13
C -0.74796 3.82168 2.10851 -0.6 1.1 2.1 -0.20
H -2.24655 2.75053 9.39307 0.9 -0.1 0.0 0.04
H 3.56426 -1.60759 -2.22470 0.6 -0.3 -0.2 0.04
H 0.50348 -7.15914 5.09789 -0.1 0.2 -0.8 0.12
H -3.78869 -1.35905 3.56674 0.2 -0.3 0.0 0.09
C 2.62112 1.29775 4.76148 0.6 0.2 -0.1 -0.58
H -2.24519 -0.55401 -1.53051 0.1 0.1 -0.3 0.06
O -5.64351 -1.31107 2.78466 -1.8 0.8 -1.1 -0.02
H 1.04600 -5.16690 4.07390 0.3 0.4 0.0 0.12
H 1.36692 -6.44721 6.28519 0.8 -0.3 0.4 0.10
H -0.00093 -3.96088 8.69064 -0.4 -0.1 -0.6 0.13
O -0.08017 5.81444 -0.63467 -2.5 -3.7 4.5 0.01
P 0.31299 -0.32784 0.89688 0.4 -0.5 -3.1 0.60
H -7.36737 -4.64932 -3.99526 -0.5 -0.3 -0.2 0.08
H 3.92329 4.12972 -0.74114 0.2 -0.4 0.0 0.11
H -6.75783 -4.82084 -2.43847 0.1 -1.0 0.3 0.06
H -6.98046 0.14025 5.10571 0.2 -0.2 0.6 0.13
O 7.52694 2.56134 -5.07454 -0.5 0.6 1.6 -0.28
H 8.30036 -1.09250 -0.29173 0.9 -0.6 0.1 0.08
H -0.86916 5.22721 -3.71482 -0.9 0.1 -0.3 0.09
N -8.51345 -3.74866 -2.46771 0.7 1.9 -0.6 -0.31
H 3.44242 -6.73141 -2.20868 -0.6 -0.1 0.2 0.12
H 3.65982 -0.55814 -3.58651 0.6 0.5 -0.1 0.06
C -7.69496 -4.90787 -2.98831 1.1 2.3 -0.3 -0.05
H 5.96656 -5.65936 -1.62674 0.1 0.3 -0.4 0.07
C 4.65485 -2.77635 -0.34525 -0.3 0.2 -0.6 -0.14
H 1.46341 -4.60081 7.93648 -0.3 -0.4 -0.4 0.12
O 3.19557 -8.48281 2.72492 -1.1 2.3 2.0 0.09
H -0.51913 -1.06042 -1.65907 -0.3 -0.2 -0.1 0.07
H -0.67766 3.02700 4.73395 -0.2 -1.4 -0.3 0.03
C 2.76679 -7.69839 3.57210 1.3 -1.2 -2.7 -0.40
O 0.16251 4.41286 1.19889 -1.3 0.8 -1.3 0.03
H -11.13365 -0.37129 -3.17756 -0.4 -0.5 -0.2 0.13
N 5.11377 -2.14064 -3.72198 -0.3 -0.1 1.8 -0.28
C 5.24059 3.29904 0.84822 -0.9 -0.2 0.5 -0.15
H 1.00581 -6.52149 -2.60638 -0.3 0.1 0.0 0.12
C 4.65974 4.38530 0.02071 -1.5 1.1 -0.8 -0.15
N 5.29392 -3.64900 -1.36204 0.5 1.2 -0.5 -0.27
H 3.79325 -6.09782 -4.48078 0.2 -0.2 0.2 0.14
C 7.84871 -2.05446 -0.53409 -1.6 0.5 -2.2 -0.06
C 6.77265 5.43562 -4.17951 -0.9 -0.3 -0.8 -0.08
H 2.64265 1.31732 0.42242 0.1 0.1 0.7 0.07
H 2.94604 4.98385 1.24701 0.0 0.1 0.3 0.11
H 3.04614 0.81523 -1.09923 0.0 -0.6 -0.5 0.06
O 0.38290 -1.80501 5.05855 1.0 -2.8 3.9 0.04
O -5.20456 2.09048 6.36335 2.8 -0.5 0.4 -0.32
H -1.36451 0.61860 7.60364 0.0 -0.1 0.1 0.08
C 1.33090 -2.37664 2.22500 -0.4 -0.9 2.9 -0.16
C -2.06126 4.50407 0.23375 1.2 1.6 -0.6 -0.08
H 2.88471 1.64086 -4.44232 0.3 -0.3 -0.2 0.05
C -0.60919 5.02837 0.25737 3.0 3.3 -5.4 -0.35
H -2.50236 -1.04114 1.87129 0.0 0.1 0.2 0.07
H 4.52970 1.57121 -2.48466 -0.1 0.1 0.3 0.05
H -1.88321 -1.09832 -5.27080 0.1 0.1 0.0 0.08
N -2.43881 2.06475 5.63641 -1.7 0.3 1.7 -0.29
H -5.08562 -2.20804 -0.79724 0.2 -0.5 -0.8 0.08
C 1.90465 -1.95471 6.97348 -1.0 -0.1 -0.5 -0.09
H -8.67041 -0.37086 -0.29333 0.2 0.5 -0.6 0.09
C -2.13382 3.62507 8.75232 -2.8 -2.0 -0.6 -0.05
H 4.90201 1.10677 -8.03449 -0.1 -0.3 0.2 0.08
N 0.99823 -1.86783 0.98171 1.8 2.2 -1.5 -0.30
H 5.34080 -3.18485 -5.50268 -0.1 0.0 -0.4 0.08
O -2.85305 1.73182 -3.19138 -0.1 0.0 0.5 -0.31
N 5.68393 2.62155 -6.85580 -1.6 -0.1 0.4 -0.31
H 7.23937 -0.42991 -3.51678 0.4 0.2 -0.1 0.05
H -5.31299 2.24551 -3.44194 -0.3 0.3 0.0 0.05
C 3.82893 -1.59098 -3.28195 -0.6 0.1 -0.2 -0.10
H -0.50955 3.55567 -3.50214 0.5 0.1 0.4 0.05
H -9.71026 -0.15894 -4.22703 -0.1 -0.1 0.1 0.10
N -1.74812 1.05223 -5.52921 -3.7 -0.1 0.1 -0.31
H 5.45338 3.08233 -2.32984 0.0 0.1 0.2 0.05
H 6.31346 5.10201 -3.24895 0.4 0.7 0.5 0.06
H -1.34965 5.09215 -5.99318 -0.1 0.1 -0.5 0.08
H -0.39462 1.11670 -1.77842 -0.5 -0.6 0.6 0.05
C -2.08619 3.72443 1.45860 -1.5 -3.9 -0.2 -0.20
C -6.13260 -2.46745 -0.95424 -0.9 1.0 0.6 -0.05
C 2.50331 0.45257 -0.22635 1.3 1.1 0.0 -0.13
H 0.41181 -2.55373 2.78359 -0.1 -0.6 0.4 0.07
P -8.08930 -2.15246 -2.94650 1.9 -2.6 -1.5 0.70
C 1.07567 -2.84219 -0.11370 -2.5 1.1 -0.3 -0.10
C -4.41127 4.54698 8.07316 1.2 -0.3 -0.3 -0.13
N -4.30715 2.28000 -5.29359 -0.4 -1.2 -0.2 -0.29
C -10.08427 -0.07790 -3.20642 -0.2 0.0 -1.0 -0.08
C -6.82889 -0.86211 3.33001 -0.6 0.2 -0.8 -0.44
Cl 2.10978 3.98338 4.46912 -0.7 0.6 0.1 0.66
H 4.11176 2.86097 5.00906 -0.3 0.2 0.2 0.08
H 8.27112 0.13973 -2.14226 -0.7 0.2 0.3 0.07
H 0.40628 2.19335 -0.70976 0.4 0.7 -0.4 0.09
H -4.81315 1.08175 9.36602 -0.2 0.1 0.5 0.09
H 2.83860 3.21946 -3.76769 0.5 0.5 0.2 0.07
C -4.50716 2.29826 -6.75811 1.0 1.1 1.0 -0.11
H 3.87319 5.31127 -5.63269 0.0 -0.6 0.0 0.06
H -0.05567 1.99291 -6.31893 0.0 0.0 -0.4 0.08
C 1.52778 -6.83313 5.27856 -1.6 -0.5 2.0 -0.17
H 1.77000 -3.67513 -0.00324 0.0 0.4 0.5 0.08
H 4.43379 -4.63488 -3.75500 -0.4 0.2 -0.2 0.09
H 4.98104 6.58612 -5.79929 0.6 0.0 0.1 0.08
C 4.89378 5.51141 -5.95895 1.1 -0.5 0.3 -0.08
C -0.35221 1.20790 -5.62329 1.3 1.4 0.6 -0.13
H -6.36872 -3.53138 -0.93401 0.3 0.1 -0.7 0.07
P -3.75355 2.04753 6.82804 0.7 2.9 1.1 0.70
H 2.49005 -2.74340 8.85341 -0.2 -0.4 0.1 0.12
N -3.44370 0.75579 7.86618 0.6 0.0 -2.4 -0.35
H -2.00212 3.70676 -6.90804 0.0 0.0 0.0 0.07
H 4.05832 1.36771 -6.47475 0.0 -0.7 -0.2 0.04
H 5.26817 3.13392 -8.88637 0.3 0.5 0.0 0.09
C -2.27631 -0.28399 -5.87945 -0.5 1.2 -0.5 -0.10
H -10.43127 -4.07159 -1.82653 -0.4 0.4 0.3 0.09
H -1.22405 3.59301 8.15283 -0.1 0.4 0.4 0.05
H 2.00507 -0.87108 6.91205 0.7 -0.4 -0.1 0.12
H -3.36457 -0.25167 -5.82705 0.0 -0.1 0.4 0.07
H 6.79679 -4.78005 -0.39284 -0.3 -0.4 0.8 0.07
C -1.34227 4.25125 -3.60632 0.1 -2.3 -0.7 -0.06
C 0.76260 -3.76596 7.93756 1.1 -0.6 0.7 -0.16
H -5.44554 1.84382 -7.07598 0.3 -0.5 0.0 0.08
H -2.81085 5.28999 0.32612 0.4 0.3 -0.7 0.14
H -4.85875 -0.56701 -2.42508 -0.1 -0.5 -0.2 0.09
P 6.16536 3.10165 -5.28105 -1.7 -0.8 -3.0 0.54
N -1.19758 -0.59059 0.25617 -1.2 1.2 1.0 -0.28
H 6.16790 -1.64025 -5.37803 -0.1 0.2 -0.8 0.07
H 3.65044 -2.48755 -0.65483 -0.2 -0.4 0.1 0.02
O 0.40236 0.57446 2.07217 -0.4 -1.0 0.0 -0.25
H 1.90089 0.84436 4.08044 -0.2 0.7 -0.1 0.03
N -9.39557 -0.96665 -2.33253 1.0 -0.4 2.6 -0.09
H -6.51963 -2.11511 0.00188 -0.6 0.3 0.1 0.07
H -3.56825 1.91889 -7.16137 -0.5 -0.7 -0.5 0.06
H 0.02392 -3.12842 -0.11429 0.0 -1.6 -0.4 0.07
N 1.11696 0.26212 -0.50162 -0.5 -1.2 -0.1 -0.29
O 2.35623 -4.05010 -5.50548 -0.9 -2.2 3.9 0.03
H -0.65623 2.77008 6.45290 0.1 0.5 0.0 0.06
H -5.32293 0.11819 8.02255 -0.3 -0.9 0.6 0.07
H 0.98039 -1.89797 8.94940 0.0 0.3 -0.2 0.12
P -2.75060 2.13476 -4.60988 -0.1 0.2 -0.5 0.56
H -1.77831 -2.15311 -0.94943 0.1 -0.3 -0.5 0.08
H 3.25401 3.04577 -5.49097 -0.2 -0.1 0.1 0.06
C 3.55214 -5.27349 -3.80962 -0.7 -0.9 1.1 -0.06
H -2.15365 2.66691 1.20324 -0.5 -0.2 -0.2 0.09
H -2.32524 0.69683 1.49916 -0.2 -0.2 0.1 0.05
H -6.00685 0.37752 -1.57576 -0.5 -0.4 0.8 0.09
H -3.48184 1.29419 4.03349 -0.1 -0.1 -0.4 0.08
O 2.48254 -6.35446 3.26237 0.7 -2.6 -1.1 -0.01
O -7.82435 -2.18330 -4.42725 -1.2 1.4 2.3 -0.27
C -2.16513 4.37200 -6.06011 0.4 0.2 1.2 -0.10
H 2.63065 -2.61944 6.50533 1.2 0.8 0.0 0.14
H -5.81078 3.60516 -4.58330 0.2 0.3 0.6 0.08
H -10.36979 0.16796 -0.78615 0.6 0.5 -0.3 0.09
H -6.30844 0.07571 -3.21544 0.2 -0.3 -0.3 0.06
H 6.20970 1.57108 -2.85888 0.2 0.2 -0.3 0.06
H 0.19450 0.30301 -5.88860 -0.3 -0.1 0.1 0.10
H -2.23403 4.39869 9.51362 0.0 0.7 -0.8 0.08
O -7.79398 -0.46094 2.69143 1.9 -0.9 0.3 0.07
H -0.35270 2.88058 2.49088 0.1 0.3 0.0 0.09
C 0.76990 -2.39313 6.11371 -1.6 2.7 -3.5 -0.43
H 3.64671 2.58051 3.37126 -0.2 0.2 -0.1 0.05
C 0.58100 1.31870 -1.33630 -1.7 0.2 0.2 -0.10
H 7.83883 5.20915 -4.18796 -0.2 -0.5 -0.2 0.08
C -1.43681 -1.12557 -1.07450 -0.2 -0.1 0.7 -0.12
H 5.05089 5.32387 -7.02114 -0.6 0.0 0.0 0.06
H -3.33417 -0.39258 0.50062 0.2 0.2 -0.4 0.07
H 3.02284 -2.08527 -3.82417 -0.1 -0.5 0.1 0.07
C 3.96789 5.33145 1.09501 0.4 -0.5 -2.7 -0.02
O 7.03768 -3.98448 -3.27462 0.4 -1.0 -1.3 -0.27
H -6.39746 2.04694 -4.89602 0.1 -0.6 0.1 0.06
H 1.06975 1.50770 -2.29206 1.2 0.1 0.5 0.07
N -2.12020 3.67221 -4.76857 0.5 0.0 0.3 -0.29
H 5.67150 0.53436 -6.50949 -0.3 -0.3 -0.1 0.07
C -5.53742 2.55698 -4.46210 1.7 0.0 -1.2 -0.08
H -1.65676 4.00777 5.52847 -0.1 0.3 1.1 0.09
H -2.09590 -0.43706 -6.94347 0.4 -0.4 0.0 0.08
H -5.34020 -2.21213 5.77506 0.1 0.1 0.2 0.12
N -3.42585 3.46095 7.88115 0.9 -0.4 -1.1 -0.28
H 1.13514 -2.40876 -1.11205 0.8 0.4 0.1 0.07
C 5.31182 2.18474 -2.93184 -0.4 -0.6 0.3 -0.13
H -10.04119 -1.33701 -0.18191 0.1 -0.9 -0.7 0.08
C 3.24141 2.68058 4.37815 0.7 -2.3 -0.2 -0.68
H -7.36669 -1.63914 5.25186 -0.7 0.5 -0.2 0.13
H 6.07780 2.74900 0.41854 0.4 0.6 0.3 0.13
H 2.99185 -0.41936 0.20859 -0.1 0.0 -0.1 0.07
H 5.50876 4.85210 -0.47866 -0.2 0.5 0.0 0.11
O 0.25435 -3.53095 6.62030 -0.8 0.0 -0.4 0.03
C -1.32012 2.97450 5.61292 0.1 1.3 0.6 -0.14
H 2.76069 -5.03266 4.65452 -0.4 0.2 1.0 0.13
```
Positions in Å, forces in eV/Å.

Its charge is +1. Its electronic energy is -7759.28786 Ha. The value obtained for the gap between HOMO and LUMO (spin up / spin down) is 7.39 / 2.64 eV. As for the spin multiplicity: 2. Its expectation value of S² is 0.759.